Entry from OMol25: C2H6N4O in the gas phase at a distorted geometry (the ωB97M-V functional and the def2-TZVPD basis).

Last column: Löwdin charge in e.
CARTESIAN COORDINATES (ANGSTROEM)
C (1.27851, 0.85909, -0.04381)  -0.26
C (-0.94558, 1.02812, 0.25602)  -0.24
H (0.18994, -1.58716, -0.04930)  0.02
H (1.26986, -1.80047, 1.26060)  0.15
H (2.96810, -0.35906, 0.01260)  0.23
H (2.27913, 1.31744, -0.21222)  0.11
H (-1.75934, 1.17277, 1.24487)  0.18
H (-2.76668, -1.17522, -0.68720)  0.12
N (1.19638, -1.65506, 0.09582)  -0.01
N (1.78882, -0.34410, -0.16020)  -0.10
N (0.20505, 1.70356, -0.04821)  0.04
N (-1.19281, -0.14020, -0.32605)  -0.16
O (-2.27009, -0.73010, 0.02849)  -0.09

Cartesian forces (eV/Å) of the 2 atoms listed first:
0.88 5.25 -1.61
-3.70 -3.98 1.61

Calculated values
DFT total energy: -10172.807 eV
Orbital gap: 8.761 eV
E_LUMO: 0.426 eV
HOMO: -0.3063 Ha
Energy relative to the best compared isomer or geometry (same formula, charge and spin): 700.0 kJ/mol
SMILES: NN/C=N\C=N\O